1.
A structure of composition C13H22B3FI2N2O8. Source: the OMol25 dataset; level of theory: ωB97M-V/def2-TZVPD.

## Properties
Strongest force on any atom   3.0 eV/A
Net charge   0
Energy   -1989.9382 a.u.
HOMO   -9.319 eV

```
51
Properties=species:S:1:pos:R:3:forces:R:3:nbo_charge:R:1
C 4.633 -1.636 -0.312 -1.05 0.30 0.01 -0.6509
C 4.442 -0.941 -1.648 0.51 -0.24 -0.06 -0.0613
O 4.550 0.467 -1.635 0.24 -0.05 -0.02 -0.5275
C 3.958 1.108 -0.534 -0.61 0.20 -0.36 -0.0596
C 2.466 0.831 -0.338 0.05 0.72 0.66 -0.4627
C 1.545 2.011 -0.671 0.38 -0.37 -0.57 -0.3837
C 0.789 1.879 -1.984 -0.64 0.02 0.34 -0.3808
C 0.019 0.573 -2.188 -0.18 0.77 0.30 -0.8131
B -1.084 0.226 -1.153 -0.60 0.26 -0.81 1.2078
O -1.268 0.825 0.098 1.33 -0.10 -0.01 -0.8923
B -1.397 -0.134 1.064 -1.47 0.42 0.69 1.0721
C -0.459 -0.232 2.348 -0.27 0.15 0.55 0.4073
O 0.640 -0.688 2.159 0.25 -0.18 -0.17 -0.5341
N -0.889 0.124 3.667 0.72 0.62 -0.87 -0.6862
C 0.245 0.262 4.522 0.27 -2.44 1.69 0.9719
O 0.691 -0.592 5.240 -0.75 1.75 -1.47 -0.4922
F 0.758 1.480 4.450 0.17 0.48 0.05 -0.3145
O -2.337 -1.117 0.857 1.08 -0.76 0.06 -0.8698
B -2.027 -1.687 -0.395 -1.11 -0.09 0.27 1.1615
C -1.678 -3.197 -0.471 1.07 0.13 -0.11 -0.5574
I 0.419 -3.498 -0.324 -0.47 0.34 -0.05 0.1871
C -2.556 -4.160 -0.595 -0.13 -0.68 0.11 -0.0869
C -4.018 -3.804 -0.671 0.47 -0.74 -0.14 -0.6775
I -2.019 -6.203 -0.657 -0.28 0.37 -0.01 0.1586
O -1.967 -0.824 -1.455 0.99 -0.25 0.00 -0.8859
H 4.918 -2.663 -0.453 0.38 -0.37 -0.08 0.2184
H 5.310 -1.114 0.341 0.62 0.04 0.08 0.2174
H 3.683 -1.664 0.208 -0.26 0.01 0.33 0.2058
H 3.506 -1.245 -2.104 -0.46 -0.09 -0.03 0.1535
H 5.211 -1.292 -2.320 0.35 0.09 -0.35 0.1838
H 4.066 2.163 -0.728 0.19 0.44 -0.20 0.1836
H 4.497 0.943 0.389 0.31 -0.44 0.29 0.1623
H 2.325 0.650 0.717 -0.02 -0.34 0.41 0.2220
H 2.132 -0.070 -0.829 0.09 -0.34 -0.23 0.2067
H 2.120 2.923 -0.736 0.33 0.35 0.06 0.2028
H 0.873 2.166 0.153 -0.56 0.00 0.25 0.2019
H 1.427 2.061 -2.833 0.50 -0.08 -0.30 0.2082
H 0.059 2.680 -2.011 -0.21 0.35 -0.07 0.1976
H -0.469 0.614 -3.154 -0.20 -0.15 -0.40 0.2551
H 0.682 -0.282 -2.250 0.20 -0.39 -0.03 0.2531
H -1.385 1.010 3.596 -0.23 -0.09 0.22 0.3961
H -4.336 -3.346 0.252 -0.19 0.27 0.28 0.2342
H -4.162 -3.152 -1.518 -0.28 0.34 -0.22 0.2298
H -4.584 -4.704 -0.825 -0.50 -0.23 -0.09 0.2381
C -4.072 2.697 0.522 0.17 -0.08 0.00 -0.4925
N -4.333 4.120 0.873 0.06 -0.14 -0.03 0.5345
O -3.376 4.833 1.077 0.16 0.11 0.05 -0.3721
O -5.491 4.463 0.932 -0.22 0.05 0.00 -0.3731
H -3.001 2.537 0.506 0.03 0.07 -0.02 0.2340
H -4.550 2.082 1.278 -0.12 0.00 -0.05 0.2317
H -4.507 2.517 -0.456 -0.10 -0.02 0.03 0.2367
```
Forces are in eV/Å.

2.
A cluster of 2 separate species, C7H12N2 in total. Source: the OMol25 dataset; level of theory: ωB97M-V/def2-TZVPD.

## Properties
Strongest force on any atom   4.8 eV/A
Net charge   0
Energy relative to the best compared isomer or geometry (same formula, charge and spin)   98.8 kcal per mole
Energy   -383.2658 a.u.
HOMO   -7.855 eV

```
21
Properties=species:S:1:pos:R:3:forces:R:3:nbo_charge:R:1
C -1.683 0.841 1.884 -0.65 -1.00 0.84 0.2286
C 0.063 -0.273 -1.468 0.48 2.37 0.66 -0.4568
C 0.748 -1.263 -0.546 -0.34 1.31 1.30 -0.2622
C -0.545 -0.653 -0.163 2.95 3.67 0.87 -0.1425
C 0.738 -2.671 -0.986 3.00 -0.34 1.88 -0.6035
C -0.128 2.254 0.732 -1.98 0.63 -2.44 -0.6360
C -0.349 0.972 1.512 1.93 -0.97 -3.23 0.0747
N -2.763 0.587 2.175 -0.80 0.12 0.19 -0.3234
N 0.642 0.577 2.419 1.88 0.97 -0.78 -0.8061
H 0.441 0.786 -1.697 -0.21 -1.40 1.10 0.2117
H -0.382 -0.537 -2.387 -0.53 -1.15 -0.80 0.2199
H 1.631 -0.931 0.104 -1.06 -0.42 -1.20 0.2049
H -1.434 -1.027 0.162 -2.35 -1.27 0.29 0.2069
H 1.670 -2.781 -1.528 0.33 -0.73 -0.02 0.2098
H 0.010 -2.956 -1.619 -2.84 -0.28 -2.39 0.2101
H 0.640 -3.401 -0.178 0.53 0.16 0.24 0.2089
H 0.576 2.152 -0.159 -0.55 0.16 1.44 0.2235
H 0.090 3.120 1.363 0.46 -0.27 0.06 0.2283
H -1.176 2.571 0.220 2.37 -0.94 1.09 0.2333
H 1.635 0.384 2.130 -1.73 0.74 -0.28 0.3887
H 0.405 -0.119 3.054 -0.90 -1.34 1.18 0.3812
```
Forces are in eV/Å.

3.
The molecule C7H5NS2. Source: the OMol25 dataset; level of theory: ωB97M-V/def2-TZVPD.

## Properties
Strongest force on any atom   5.3 eV/A
Net charge   0
SMILES string   S=c1[nH]c2ccccc2s1
Energy relative to the best compared isomer or geometry (same formula, charge and spin)   0.0 kcal per mole
Energy   -1120.8260 a.u.
HOMO   -8.234 eV

```
15
Properties=species:S:1:pos:R:3:forces:R:3:nbo_charge:R:1
C -0.941 -2.486 -0.749 -0.46 0.98 0.25 -0.0925
C -0.119 -0.525 0.368 3.06 -0.61 0.87 0.1669
C 1.079 0.132 1.091 -3.47 -1.28 0.23 -0.2584
C 1.225 1.447 0.769 1.30 2.49 0.01 -0.1996
C 0.414 2.171 -0.168 -1.48 -4.19 1.33 -0.2253
C -0.701 1.483 -0.717 0.00 5.04 -1.80 -0.1853
C -0.827 0.125 -0.663 0.47 -2.59 1.14 -0.2404
H 0.327 -2.532 0.879 0.08 -0.20 0.30 0.4192
H 1.585 -0.216 2.071 -0.94 -0.06 -2.14 0.2441
H 2.012 2.050 1.335 -1.01 -0.92 -0.92 0.2188
H 0.504 3.190 -0.330 0.28 1.74 -0.11 0.2187
H -1.432 2.263 -1.255 1.49 -2.46 0.67 0.2308
N -0.364 -1.947 0.446 -0.51 0.66 -2.83 -0.5848
S -1.211 -4.032 -1.298 0.58 1.04 0.97 -0.0823
S -1.551 -1.123 -1.779 0.61 0.37 2.02 0.3700
```
Forces are in eV/Å.

4.
A structure of composition C3H6O. Source: the OMol25 dataset; level of theory: ωB97M-V/def2-TZVPD.

## Properties
Strongest force on any atom   6.8 eV/A
Net charge   0
Energy relative to the best compared isomer or geometry (same formula, charge and spin)   81.4 kcal per mole
Energy   -193.0134 a.u.
HOMO   -9.689 eV

```
10
Properties=species:S:1:pos:R:3:forces:R:3:nbo_charge:R:1
C 0.820 1.196 0.200 0.28 0.26 0.93 -0.1537
C 0.478 -0.028 -0.491 -5.61 -1.31 -1.16 0.1145
C -1.165 -0.906 0.075 6.32 -1.63 1.93 -0.6400
O 1.437 -0.089 0.433 2.50 -0.42 -0.01 -0.4852
H 1.360 2.000 -0.276 0.56 -0.24 -0.25 0.1797
H 0.431 1.465 1.157 -1.16 0.48 0.09 0.1887
H 0.686 -0.080 -1.633 -0.21 -0.36 2.05 0.1827
H -1.375 -0.686 1.204 0.20 -0.02 -2.52 0.2202
H -0.815 -2.043 0.000 -0.65 2.34 0.41 0.2009
H -1.859 -0.828 -0.669 -2.21 0.90 -1.48 0.1921
```
Forces are in eV/Å.

- Among the records above, which one has the lowest strongest force on any atom?
  C13H22B3FI2N2O8

- Among the records above, which one has the lowest energy?
  C13H22B3FI2N2O8

- Look up the HOMO of the first one.
  -9.319 eV

- Among the records above, which one has the lowest energy?
  C13H22B3FI2N2O8